8 unconnected molecules or ions with the total composition C21H61N3O8. Source: the OMol25 dataset; level of theory: ωB97M-V/def2-TZVPD.

Structure (XYZ):
```
93
C21H61N3O8 | the OMol25 dataset | ωB97M-V/def2-TZVPD
C -3.29 -3.89 -3.32
O -4.08 -2.74 -2.97
C -3.45 -1.58 -2.43
C -4.40 -0.35 -2.33
C -5.85 -0.66 -1.95
N -4.58 0.47 -3.48
H -2.78 -4.16 -2.40
H -2.49 -3.63 -4.01
H -3.90 -4.71 -3.69
H -3.24 -1.87 -1.41
H -2.49 -1.34 -2.89
H -4.06 0.31 -1.52
H -6.48 -1.16 -2.69
H -6.35 0.21 -1.52
H -5.82 -1.38 -1.14
H -5.10 -0.03 -4.20
H -3.74 0.88 -3.86
C -6.23 3.06 9.12
O -5.73 3.00 7.83
C -4.46 2.35 7.70
C -4.02 2.17 6.30
C -5.17 1.41 5.56
N -2.79 1.35 6.21
H -7.16 3.58 8.88
H -5.58 3.59 9.81
H -6.42 2.12 9.65
H -3.83 3.12 8.16
H -4.41 1.41 8.24
H -3.90 3.17 5.88
H -5.06 0.34 5.77
H -5.25 1.59 4.49
H -6.21 1.66 5.78
H -2.10 1.79 6.80
H -2.53 1.39 5.23
C 4.75 -3.40 -5.18
O 5.50 -4.23 -6.13
C 4.71 -4.77 -7.18
C 5.38 -5.69 -8.15
C 6.34 -5.02 -9.19
N 4.39 -6.35 -8.94
H 3.70 -3.37 -5.47
H 5.10 -2.37 -5.23
H 4.82 -3.72 -4.14
H 3.82 -5.31 -6.85
H 4.34 -3.94 -7.79
H 5.93 -6.45 -7.58
H 5.92 -4.51 -10.06
H 6.93 -5.81 -9.64
H 7.03 -4.28 -8.78
H 4.91 -6.92 -9.59
H 3.81 -5.73 -9.48
C 3.17 -4.32 5.88
C 2.06 -3.94 6.83
C 2.24 -4.41 8.29
O 1.94 -2.53 6.97
H 2.87 -4.02 4.88
H 3.18 -5.36 5.59
H 4.14 -3.87 6.09
H 1.12 -4.32 6.41
H 1.27 -4.49 8.78
H 2.91 -3.83 8.92
H 2.59 -5.44 8.28
H 1.06 -2.26 6.68
C -3.03 6.01 -1.47
C -3.95 6.98 -2.27
C -3.50 7.20 -3.69
O -5.22 6.40 -2.49
H -2.70 5.16 -2.06
H -3.46 5.64 -0.55
H -2.06 6.48 -1.31
H -4.03 7.87 -1.65
H -2.79 6.43 -4.01
H -3.09 8.21 -3.72
H -4.20 7.32 -4.52
H -5.05 5.53 -2.85
C 3.01 6.45 -2.05
O 3.45 5.92 -0.87
H 2.15 6.04 -2.59
H 2.65 7.45 -1.82
H 3.94 6.48 -2.62
H 4.07 6.58 -0.52
C 1.47 0.35 0.62
O 0.78 1.52 1.10
H 1.61 0.43 -0.46
H 2.42 0.15 1.12
H 0.95 -0.59 0.80
H 0.98 2.26 0.52
C 8.62 -0.78 0.99
O 9.59 -0.23 1.91
H 7.81 -1.38 1.40
H 8.24 0.17 0.62
H 9.24 -1.39 0.32
H 9.19 0.54 2.32
```

Calculated values
- Molecular weight: 483.73 g/mol
- Largest force on an atom: 3.1 eV/Å
- Calculated total energy: -43609.2100 eV
- LUMO energy: 0.187 eV
- HOMO level: -9.0968 eV
- SMILES: COC[C@H](C)N.COC[C@H](C)N.COC[C@H](C)N.CC(C)O.CC(C)O.CO.CO.CO
- ΔE to the lowest compared entry with this formula, charge and spin: 450.6 kJ/mol
- Kohn-Sham gap: 9.283 eV

---

9 unconnected molecules or ions with the total composition C12H42O9. Source: the OMol25 dataset; level of theory: ωB97M-V/def2-TZVPD.

Structure (XYZ):
```
63
C12H42O9 | the OMol25 dataset | ωB97M-V/def2-TZVPD
C -0.16 2.62 0.40
C -0.91 1.36 -0.02
O 0.04 0.42 -0.52
H 0.55 2.36 1.19
H -0.81 3.43 0.73
H 0.49 2.98 -0.39
H -1.68 1.56 -0.76
H -1.47 0.88 0.79
H -0.42 -0.43 -0.54
C 0.81 -3.29 -4.42
C -0.40 -2.79 -3.62
O -1.22 -2.04 -4.45
H 1.45 -2.52 -4.84
H 0.43 -3.99 -5.17
H 1.55 -3.89 -3.90
H -0.03 -2.26 -2.74
H -0.89 -3.69 -3.26
H -0.81 -1.21 -4.69
C 1.81 -2.93 0.04
C 2.48 -3.62 1.24
O 1.92 -4.92 1.37
H 1.93 -3.42 -0.93
H 2.29 -1.96 -0.03
H 0.75 -2.87 0.28
H 2.16 -3.08 2.14
H 3.57 -3.63 1.15
H 1.72 -5.07 2.30
C -2.62 -2.17 -1.01
O -1.59 -1.73 -0.14
H -2.46 -1.73 -1.99
H -2.72 -3.25 -1.08
H -3.56 -1.73 -0.68
H -1.74 -2.14 0.71
C -2.79 1.98 -3.49
O -4.13 2.37 -3.50
H -2.37 2.06 -4.49
H -2.26 2.70 -2.86
H -2.68 0.97 -3.10
H -4.27 3.14 -4.06
C 3.02 2.25 -1.24
O 2.73 0.91 -1.47
H 2.60 2.58 -0.28
H 4.08 2.48 -1.20
H 2.64 2.81 -2.09
H 1.81 0.75 -1.23
C 0.83 3.34 4.26
O 0.68 3.52 5.63
H 0.29 4.11 3.71
H 1.86 3.49 3.91
H 0.44 2.38 3.92
H 0.89 4.44 5.77
C 2.39 0.12 2.37
O 3.70 -0.35 2.66
H 2.40 0.98 1.69
H 1.67 -0.61 2.00
H 2.04 0.54 3.31
H 3.81 -0.29 3.61
C -3.50 1.11 2.95
O -2.48 1.44 3.89
H -3.59 1.89 2.19
H -3.19 0.18 2.49
H -4.48 1.08 3.42
H -2.60 2.37 4.08
```

Calculated values
- Molecular weight: 330.46 g/mol
- Largest force on an atom: 2.3 eV/Å
- Calculated total energy: -31538.6869 eV
- LUMO energy (spin up / spin down): -2.672 / -9.661 eV
- Expectation value of S²: 0.755
- HOMO level (spin up / spin down): -12.4071 / -12.4015 eV
- Total charge: +1
- ΔE to the lowest compared entry with this formula, charge and spin: 299.9 kJ/mol
- Kohn-Sham gap (spin up / spin down): 9.735 / 2.741 eV
- Multiplicity: 2

---

A gas-phase ion, C6H14NO (charge -1). Source: the OMol25 dataset; level of theory: ωB97M-V/def2-TZVPD.

Structure (XYZ):
```
22
C6H14NO | the OMol25 dataset | ωB97M-V/def2-TZVPD
C -1.95 -2.34 -0.82
C -0.94 -1.22 -0.90
C -0.49 -0.68 0.55
C 0.18 0.76 0.52
C 0.34 1.35 2.01
N 1.44 0.58 -0.14
C 1.84 1.64 -1.30
O 0.94 2.43 -1.63
H -2.19 -2.63 0.21
H -2.91 -1.97 -1.30
H -1.75 -3.33 -1.21
H -0.12 -1.49 -1.62
H -1.32 -0.28 -1.41
H 0.20 -1.46 0.90
H -1.35 -0.62 1.24
H -0.46 1.49 -0.01
H -0.57 1.66 2.50
H 1.11 2.10 2.23
H 0.89 0.61 2.68
H 2.17 0.57 0.50
H 2.12 0.83 -2.07
H 2.83 1.99 -0.92
```

Calculated values
- Molecular weight: 116.18 g/mol
- Largest force on an atom: 3.8 eV/Å
- Calculated total energy: -9984.9585 eV
- LUMO energy: 3.796 eV
- HOMO level: -2.4286 eV
- Total charge: -1
- SMILES: CCC[C@@H](C)NC[O-]
- ΔE to the lowest compared entry with this formula, charge and spin: 160.7 kJ/mol
- Kohn-Sham gap: 6.224 eV